Molecular formula: C41H43Cl2Ge2NO2PTa
Method: DFT, ωB97M-V with the def2-TZVPD basis set

Each line ends with the Mulliken charge.
Positions of all 93 atoms, in Å:
Ta 0.836 1.504 -0.364  0.57
C -2.412 0.879 4.710  -1.29
C -1.645 1.767 3.722  -0.41
Ge -1.452 0.814 2.032  0.28
C -3.096 0.251 1.127  0.57
C -3.497 -1.182 1.493  -1.29
C -0.379 -0.764 2.343  -1.40
C 0.796 -1.330 2.032  0.60
Ge 2.151 -0.438 0.909  1.55
C 2.898 -1.570 -0.526  0.77
C 3.590 -2.885 -0.164  -1.29
C 3.587 0.561 1.852  -0.60
C 4.743 -0.252 2.438  -1.34
C 1.090 -2.703 2.509  -0.42
C 2.379 -3.059 2.900  -0.04
C 2.653 -4.328 3.390  -0.80
C 1.640 -5.272 3.473  -0.55
C 0.354 -4.940 3.062  -1.08
C 0.082 -3.668 2.586  -0.01
H -2.570 1.406 5.651  0.43
H -1.871 -0.040 4.942  0.31
H -3.399 0.609 4.326  0.32
H -0.646 1.993 4.100  0.39
H -2.170 2.714 3.585  0.41
H -2.967 0.358 0.047  -0.48
H -3.888 0.948 1.398  0.60
H -2.716 -1.904 1.245  0.10
H -4.402 -1.474 0.959  0.41
H -3.701 -1.289 2.560  0.37
H -1.004 -1.368 3.015  0.68
H 3.582 -0.911 -1.068  0.58
H 2.074 -1.783 -1.208  -0.67
H 4.431 -2.745 0.516  0.24
H 3.981 -3.356 -1.068  0.45
H 2.901 -3.588 0.303  0.28
H 3.123 1.177 2.625  0.46
H 3.989 1.247 1.099  0.37
H 4.433 -0.837 3.302  0.40
H 5.537 0.415 2.777  0.43
H 5.180 -0.929 1.703  0.27
H 3.186 -2.343 2.837  0.24
H 3.658 -4.578 3.704  0.46
H 1.849 -6.264 3.850  0.43
H -0.438 -5.676 3.112  0.47
H -0.923 -3.431 2.253  0.46
O 0.983 3.068 -1.964  -0.63
C 1.758 2.234 -2.521  0.35
O 2.473 1.531 -1.707  -0.66
C 1.496 1.761 -3.903  1.16
C 2.164 2.167 -5.041  -0.77
C 1.744 1.679 -6.272  -0.62
C 0.665 0.811 -6.356  -0.80
C -0.004 0.406 -5.208  -0.47
C 0.415 0.869 -3.966  -0.18
P -0.436 0.342 -2.449  1.27
C -2.172 0.778 -2.545  0.17
C -3.123 -0.171 -2.921  -0.26
C -4.457 0.198 -3.010  -0.78
C -4.836 1.505 -2.732  -0.59
C -3.887 2.451 -2.364  -0.76
C -2.554 2.090 -2.267  -0.42
C -0.262 -1.437 -2.273  0.64
C -0.814 -2.009 -1.123  -0.15
C -0.596 -3.347 -0.844  -0.30
C 0.167 -4.120 -1.713  -0.98
C 0.711 -3.555 -2.858  -0.83
C 0.510 -2.210 -3.137  -0.86
H 2.992 2.862 -4.977  0.57
H 2.257 1.989 -7.173  0.45
H 0.339 0.447 -7.322  0.47
H -0.850 -0.267 -5.287  0.56
H -2.831 -1.193 -3.132  0.50
H -5.200 -0.534 -3.299  0.48
H -5.878 1.789 -2.807  0.46
H -4.187 3.469 -2.152  0.51
H -1.816 2.832 -1.981  0.41
H -1.414 -1.409 -0.448  -0.27
H -1.020 -3.791 0.048  0.48
H 0.337 -5.166 -1.493  0.45
H 1.303 -4.159 -3.532  0.46
H 0.966 -1.771 -4.014  0.49
Cl -3.294 3.546 1.132  -0.09
C -1.760 4.268 1.436  0.74
C -1.715 5.596 1.844  -0.50
C -0.507 6.245 2.014  -0.62
C 0.686 5.585 1.743  -0.72
C 0.595 4.272 1.354  1.40
Cl 2.075 3.402 0.913  -0.19
C -0.590 3.543 1.219  -1.00
N -0.488 2.192 0.830  -0.22
H -2.647 6.119 2.013  0.50
H -0.490 7.278 2.333  0.43
H 1.645 6.079 1.824  0.52

Summary:
**E_HOMO**: -13.158 eV
**Energy relative to the best compared isomer or geometry (same formula, charge and spin)**: 0.0 kcal per mole
**Net charge**: +2
**Lowest unoccupied orbital energy**: -7.304 eV
**Maximum force**: 0.024 Eh/bohr

***

Molecular formula: C6H2ClNO2
Method: DFT, ωB97M-V with the def2-TZVPD basis set

Each line ends with the natural charge from an NBO analysis.
Positions of all 12 atoms, in Å:
C 1.127 -1.471 0.505  -0.03
C -0.171 -1.313 0.495  0.01
C 1.982 -0.551 0.211  -0.24
C 1.648 0.881 -0.304  -0.36
C -1.259 -0.891 0.104  0.12
C 0.505 1.379 -0.150  0.06
N -2.541 -0.559 -0.028  0.43
O -2.993 0.120 0.885  -0.34
O -3.061 -0.826 -1.147  -0.36
Cl -0.858 2.268 -0.017  0.20
H 3.071 -0.495 0.108  0.23
H 2.549 1.458 -0.662  0.27

Summary:
**E_HOMO (alpha / beta)**: -9.241 / -8.373 eV
**Energy relative to the best compared isomer or geometry (same formula, charge and spin)**: 98.6 kcal per mole
**Net charge**: 0
**Lowest unoccupied orbital energy (alpha / beta)**: -1.243 / -2.485 eV
**Maximum force**: 0.058 Eh/bohr

***

Molecular formula: C24H36F6NaO18P
Method: DFT, ωB97M-V with the def2-TZVPD basis set

Each line ends with the Mulliken charge.
Positions of all 86 atoms, in Å:
Na 1.030 -1.145 2.660  0.40
P 0.446 -0.293 0.690  2.69
F 0.593 -1.821 1.179  0.12
F -0.250 0.222 2.080  -0.09
F 1.915 0.024 1.287  -0.78
F 0.280 1.131 0.056  -1.67
F 1.061 -0.610 -0.691  -0.85
F -1.055 -0.769 0.071  0.05
C -1.600 1.095 -0.726  1.62
C -2.482 2.235 -1.002  -0.74
C -2.514 2.774 -2.414  -0.07
O -3.911 2.677 -2.779  -0.40
C -4.559 1.983 -1.875  0.55
O -5.775 1.771 -1.875  -0.64
O -3.744 1.539 -1.018  -0.46
H -2.009 0.249 -0.173  -0.35
H -0.850 1.375 0.013  -0.62
H -1.050 0.763 -1.607  -0.89
H -2.550 3.046 -0.277  0.38
H -1.818 2.187 -3.013  0.25
H -2.147 3.798 -2.486  0.29
C 3.553 -0.350 -0.439  -0.89
C 3.762 -0.445 -1.975  -0.09
C 3.081 -1.598 -2.698  -0.12
O 2.753 -1.141 -3.921  -0.37
C 2.763 0.218 -3.814  0.72
O 2.459 1.056 -4.674  -0.61
O 3.051 0.544 -2.565  -0.35
H 2.533 -0.721 -0.337  -0.10
H 3.781 0.511 0.189  0.35
H 4.049 -1.275 -0.145  0.55
H 4.791 -0.316 -2.310  0.35
H 2.096 -1.779 -2.269  -0.02
H 3.592 -2.557 -2.625  0.48
C -0.081 -3.193 3.704  -1.30
C -0.245 -3.596 2.208  2.25
C 0.962 -4.144 1.485  -0.26
O 0.629 -5.389 0.973  -0.39
C -0.637 -5.693 1.324  0.53
O -1.234 -6.694 1.066  -0.51
O -1.168 -4.734 2.127  -0.47
H 0.538 -3.956 4.174  0.51
H -1.051 -3.140 4.199  0.35
H 0.612 -2.352 3.742  0.52
H -0.487 -2.717 1.610  -1.02
H 1.706 -4.406 2.238  0.38
H 1.359 -3.468 0.727  0.02
C -0.004 1.329 3.702  -1.55
C 1.143 1.649 2.774  1.95
C 0.908 2.546 1.594  0.50
O 1.729 3.724 1.639  -0.36
C 2.452 3.513 2.795  0.29
O 3.375 4.228 3.174  -0.57
O 1.934 2.477 3.530  -0.50
H 0.413 0.961 4.640  0.38
H -0.674 0.594 3.256  0.07
H -0.543 2.264 3.854  0.49
H 1.658 0.726 2.508  -0.47
H -0.136 2.855 1.528  0.20
H 1.208 1.943 0.737  -0.07
C 0.788 1.185 -2.155  0.19
C 1.643 2.420 -2.172  -0.38
C 1.039 3.719 -1.699  -0.03
O 2.121 4.325 -1.010  -0.39
C 3.077 3.422 -0.690  0.60
O 4.071 3.705 -0.048  -0.60
O 2.826 2.258 -1.306  -0.36
H -0.092 1.305 -2.787  0.97
H 0.369 1.033 -1.160  -0.11
H 1.407 0.337 -2.448  -0.69
H 1.666 2.595 -3.248  0.86
H 0.191 3.477 -1.058  -0.24
H 0.699 4.367 -2.507  0.51
C -2.783 -1.794 -1.776  -1.37
C -3.144 -2.039 -0.339  2.43
C -3.480 -0.935 0.566  -0.27
O -4.523 -1.437 1.390  -0.54
C -4.829 -2.748 0.899  0.36
O -5.814 -3.359 1.320  -0.60
O -4.174 -3.046 -0.151  -0.45
H -3.629 -1.803 -2.463  0.41
H -2.119 -2.587 -2.118  0.33
H -2.288 -0.835 -1.933  0.09
H -2.290 -2.473 0.181  -1.02
H -3.856 -0.152 -0.093  0.49
H -2.514 -0.648 0.981  0.12

Summary:
**E_HOMO**: -10.317 eV
**Energy relative to the best compared isomer or geometry (same formula, charge and spin)**: 660.0 kcal per mole
**Net charge**: 0
**Lowest unoccupied orbital energy**: -1.627 eV
**Maximum force**: 0.205 Eh/bohr

***

Molecular formula: CH3N2O2S
Method: DFT, ωB97M-V with the def2-TZVPD basis set

Each line ends with the natural charge from an NBO analysis.
Positions of all 9 atoms, in Å:
C 0.812 0.232 -0.033  0.04
N -0.002 -0.062 -1.088  -0.52
N 0.062 -0.945 -0.027  -0.52
O 3.250 1.117 0.452  -1.02
O 2.672 -1.376 0.072  -1.05
S 2.582 0.061 -0.360  1.48
H 0.175 1.770 0.936  -0.12
H -0.907 0.422 -0.961  0.34
H 0.776 -1.593 -0.228  0.38

Summary:
**E_HOMO (alpha / beta)**: -3.535 / -3.534 eV
**Energy relative to the best compared isomer or geometry (same formula, charge and spin)**: 132.9 kcal per mole
**Net charge**: -1
**Lowest unoccupied orbital energy (alpha / beta)**: 3.777 / 3.777 eV
**Maximum force**: 0.104 Eh/bohr